(1)
Molecular formula: C17H13N5O6SSn
Method: DFT, the ωB97M-V functional and the def2-TZVPD basis

Spin multiplicity: 1
Orbital gap (alpha / beta): 5.5528 / 5.8766 eV
Total charge: +2
LUMO level (alpha / beta): -9.3 / -8.9 eV

Geometry (Å):
Sn1 2.47774 0.74436 -0.25460
N1 -2.98124 -0.92506 5.69588
C1 -1.91740 -0.84303 4.91659
C2 -0.86420 -1.80357 5.04722
C3 0.24103 -1.69738 4.25571
C4 0.32299 -0.64660 3.32742
C5 -0.70626 0.29772 3.16800
C6 -1.81860 0.21138 3.94990
S1 1.82705 -0.48740 2.38339
O1 2.07835 0.94868 2.22718
O2 2.78707 -1.30518 3.03891
N2 1.52131 -0.84638 0.86509
C7 1.46099 -2.11303 0.28373
N3 1.05073 -3.15180 0.98569
C8 1.03869 -4.30984 0.31541
C9 1.41511 -4.40186 -1.01368
C10 1.81371 -3.23354 -1.64083
N4 1.83970 -2.06813 -0.99184
H1 -3.07079 -1.65488 6.39109
H2 -3.73902 -0.25810 5.63265
H3 -0.95357 -2.59427 5.78134
H4 1.06303 -2.39508 4.33681
H5 -0.59432 1.09699 2.44793
H6 -2.62273 0.93135 3.86929
H7 0.71334 -5.18227 0.86826
H8 1.39835 -5.34430 -1.53956
H9 2.12542 -3.22338 -2.67766
O3 0.30380 1.48160 -0.49260
C11 -0.43817 2.01247 -1.31726
C12 -0.16204 2.32582 -2.70838
C13 -1.16832 2.93219 -3.41416
C14 -0.96200 3.27920 -4.75975
C15 0.22902 3.04210 -5.43654
C16 1.25449 2.42790 -4.76133
C17 1.11122 2.03428 -3.36992
O4 2.04774 1.47672 -2.78214
N5 -2.08130 3.93019 -5.48118
O5 -1.86258 4.27930 -6.61398
O6 -3.12579 4.02218 -4.87440
H10 -1.44553 2.29342 -0.98094
H11 -2.13150 3.15825 -2.97295
H12 0.32082 3.34684 -6.47005
H13 2.20364 2.21213 -5.23374

Atomic forces in eV per Å
0.1 0.1 -0.2
0.0 0.0 0.0
0.0 0.0 0.0
0.0 0.0 0.0
0.0 0.0 0.0
0.1 0.0 0.0
0.0 0.0 0.0
0.0 0.0 0.0
0.1 0.1 0.0
0.0 0.0 0.1
0.0 0.0 0.0
-0.2 -0.1 0.0
0.1 0.1 0.1
0.0 0.0 -0.1
0.0 0.1 0.0
0.0 0.0 0.0
0.0 0.0 0.0
0.0 0.0 0.0
0.0 0.0 0.0
0.0 0.0 0.0
0.0 0.0 0.0
0.0 0.0 0.0
0.0 0.0 0.0
0.0 0.0 0.0
0.0 0.0 0.0
0.0 0.0 0.0
0.0 0.0 0.0
0.0 0.0 0.0
0.0 0.0 0.0
0.0 0.0 0.0
0.0 0.0 0.0
0.0 0.1 0.0
0.0 0.0 0.0
0.0 0.0 0.0
0.0 0.0 0.1
-0.1 -0.1 0.1
-0.1 -0.2 -0.1
0.0 0.1 0.0
0.0 0.1 0.0
0.0 0.0 0.0
0.0 0.0 0.0
0.0 0.0 0.0
0.0 0.0 0.0

---

(2)
Molecular formula: C17H13O4PPb
Method: DFT, the ωB97M-V functional and the def2-TZVPD basis

Spin multiplicity: 1
Orbital gap: 6.2711 eV
Total charge: +2
LUMO level: -8.8 eV

Geometry (Å):
Pb1 -0.09113 0.05425 -2.54213
O1 -0.09549 3.30110 -4.46172
C1 -0.10715 2.31680 -3.92413
C2 1.60494 -1.27985 -1.98343
O2 2.56758 -1.82239 -1.72433
C3 -1.89159 -1.27572 -2.03824
O3 -2.86854 -1.78126 -1.75676
C4 -0.13316 -1.31840 -4.22171
O4 -0.12748 -1.92239 -5.22556
C5 -2.05218 0.56003 1.36585
P1 -0.94005 0.15186 0.03768
C6 0.12629 1.62314 0.26602
C7 -0.03288 2.76032 -0.55510
C8 0.68597 3.91742 -0.24492
C9 1.50998 3.95146 0.88894
C10 1.62075 2.82971 1.71547
C11 0.92394 1.66128 1.41612
C12 -0.38298 -1.46332 0.69077
C13 -1.33955 -2.47265 0.93087
C14 -0.93155 -3.68062 1.49956
C15 0.41854 -3.89576 1.80315
C16 1.36260 -2.90030 1.53661
C17 0.97118 -1.68678 0.97193
H1 -2.47147 1.54987 1.16427
H2 -1.45673 0.57023 2.27694
H3 -2.83673 -0.20082 1.41970
H4 -0.69962 2.73970 -1.42467
H5 0.59205 4.79419 -0.87763
H6 2.05626 4.85635 1.13666
H7 2.24071 2.85037 2.60230
H8 0.98052 0.79546 2.07366
H9 -2.39258 -2.31744 0.70275
H10 -1.66630 -4.45337 1.70567
H11 0.73476 -4.83784 2.24610
H12 2.40991 -3.05686 1.76784
H13 1.71118 -0.91779 0.76147

Atomic forces in eV per Å
-0.7 5.6 2.3
0.0 -0.5 0.4
-0.1 2.2 -1.6
4.7 -4.1 1.4
-2.2 1.6 -0.7
-3.3 -2.5 0.3
1.4 0.9 -0.4
0.5 -7.1 -9.1
-0.2 3.6 5.3
-1.5 0.1 -0.1
-0.3 0.5 1.4
0.5 -0.5 0.2
0.6 -0.5 0.2
0.0 -0.2 0.3
-0.2 -0.3 -0.2
-0.1 -0.1 -0.1
0.1 0.6 -0.4
0.9 0.1 -0.2
0.4 0.1 0.1
0.2 0.2 -0.2
0.0 0.3 -0.1
-0.1 -0.1 -0.1
-0.3 -0.5 0.1
-0.1 -0.2 0.3
-0.1 0.0 0.1
0.0 0.3 0.3
0.1 0.1 0.4
0.0 -0.1 0.1
-0.1 -0.1 -0.1
0.0 0.1 0.0
0.1 0.2 -0.1
0.2 0.0 0.1
0.1 0.1 0.0
-0.1 0.2 -0.1
-0.1 -0.1 0.0
-0.1 -0.1 0.2

---

(3)
Molecular formula: C17H14Cl2KN4O2S
Method: DFT, the ωB97M-V functional and the def2-TZVPD basis

Spin multiplicity: 1
Orbital gap: 6.6135 eV
Total charge: -1
ΔE to the lowest compared entry with this formula, charge and spin: 0.0 kcal/mol
LUMO level: 2.5 eV

Geometry (Å):
K1 -0.03361 -1.27468 0.58703
Cl1 3.10979 3.28902 1.28486
C1 1.64900 3.29825 0.32972
C2 1.28755 4.48407 -0.30799
C3 0.16239 4.55528 -1.08332
Cl2 -0.24662 6.06502 -1.87280
C4 -0.67753 3.42670 -1.23121
C5 -1.86440 3.41674 -1.99751
C6 -2.60692 2.27378 -2.08101
C7 -2.16599 1.12961 -1.39259
N1 -1.07172 1.10380 -0.67297
C8 -0.31517 2.22105 -0.57747
C9 0.91383 2.09344 0.22825
O1 1.25504 1.00166 0.73893
H1 1.91578 5.35705 -0.18872
H2 -2.17029 4.31939 -2.50935
H3 -3.51872 2.23870 -2.66283
H4 -2.73495 0.20651 -1.44716
O2 -1.39191 -3.46438 1.11951
N2 -1.52399 -4.14078 2.22616
C10 -2.61781 -4.93127 2.34487
C11 -2.86527 -5.70051 3.45022
C12 -1.93980 -5.66350 4.49675
C13 -0.83480 -4.86171 4.37362
C14 -0.58182 -4.06328 3.23406
S1 0.78588 -3.06245 3.10760
H5 -3.26302 -4.88572 1.48093
H6 -3.75759 -6.30904 3.48589
H7 -2.08958 -6.25425 5.39177
H8 -0.09717 -4.80271 5.16101
C15 3.48169 0.49631 -1.46812
N3 2.36427 0.52621 -2.40649
C16 2.06829 1.79435 -3.05679
C17 1.43126 -0.40820 -2.35389
N4 0.65481 -1.26851 -2.35236
H9 4.41866 0.60929 -2.01859
H10 3.48603 -0.45210 -0.93871
H11 3.38551 1.29030 -0.72831
H12 2.95519 2.12728 -3.59977
H13 1.79025 2.56141 -2.32897
H14 1.25345 1.65789 -3.76427

Atomic forces in eV per Å
0.0 -0.2 0.0
0.0 0.0 0.0
0.0 0.0 0.0
0.0 0.0 0.0
0.0 0.0 0.0
0.0 0.0 0.0
0.0 0.0 0.0
0.0 0.0 0.0
0.0 0.0 0.0
0.0 0.0 0.0
-0.1 0.0 0.0
0.0 0.0 0.0
0.0 0.0 0.0
0.0 0.1 0.0
0.0 0.0 0.0
0.0 0.0 0.0
0.0 0.0 0.0
0.0 0.0 0.0
0.0 0.1 0.0
0.0 -0.1 0.0
0.0 0.0 0.0
0.0 0.0 0.0
0.0 0.0 0.0
0.0 0.0 0.0
0.0 0.0 0.0
0.0 0.0 0.0
0.0 0.0 0.0
0.0 0.0 0.0
0.0 0.0 0.0
0.0 0.0 0.0
0.0 0.0 0.0
0.0 0.0 0.0
0.0 0.1 0.0
0.1 -0.1 0.0
0.0 0.1 0.1
0.0 0.0 0.0
0.0 0.0 0.0
0.0 0.0 0.0
0.0 0.0 0.0
0.0 0.0 0.0
0.0 0.0 0.0